[1]
Here is a single C19H27N3O4 molecule from the OMol25 dataset. Energies are from ωB97M-V/def2-TZVPD.

XYZ file:
```
53
Properties=species:S:1:pos:R:3:lowdin_charge:R:1
C 1.45588 4.17957 -0.47452 -0.055
C 2.07605 3.69627 0.83238 -0.231
H 1.33030 3.67539 1.63520 0.119
H 2.88486 4.36880 1.13225 0.126
O 2.71224 2.43803 0.70753 -0.065
C 1.96097 1.30491 0.59143 -0.174
C 0.58975 1.26361 0.77774 0.038
C -0.09968 0.05769 0.72303 -0.128
C 0.59543 -1.11015 0.46918 0.042
C 1.97452 -1.09581 0.25518 -0.174
C 2.67254 0.12081 0.29645 -0.109
O 4.02931 0.12009 0.08879 -0.067
C 4.59973 1.14179 -0.72067 -0.234
C 5.83307 0.56582 -1.40236 -0.061
H 5.55744 -0.23964 -2.07850 0.069
H 6.33475 1.34535 -1.96885 0.076
H 6.51661 0.17247 -0.65507 0.079
H 3.87343 1.47939 -1.46864 0.132
H 4.88083 1.99551 -0.09468 0.120
O 2.48681 -2.33178 0.02181 -0.030
C 3.86995 -2.56026 -0.19389 -0.240
C 4.06748 -4.06833 -0.24331 -0.062
H 3.75783 -4.51617 0.69704 0.076
H 5.11494 -4.29599 -0.41846 0.076
H 3.47024 -4.49703 -1.04359 0.076
H 4.18347 -2.10830 -1.14165 0.118
H 4.45961 -2.12203 0.61671 0.127
H 0.10848 -2.06855 0.37810 0.121
C -1.57458 0.11621 0.92126 -0.444
O -2.22232 1.11729 0.67142 0.055
N -2.13696 -1.01136 1.41625 0.073
H -1.54746 -1.80345 1.61149 0.130
C -3.55454 -1.15776 1.64686 -0.170
H -3.98742 -0.15419 1.65496 0.116
H -3.70855 -1.61951 2.62651 0.122
C -4.22309 -2.00560 0.55950 -0.147
H -5.21754 -2.30236 0.89745 0.112
H -3.63468 -2.91045 0.39325 0.110
C -4.35155 -1.23597 -0.76241 -0.140
N -5.39865 -0.25521 -0.69813 -0.096
C -5.28492 1.06247 -0.40208 -0.178
N -6.44449 1.65836 -0.37062 0.051
C -7.36173 0.69688 -0.65279 -0.167
C -6.73580 -0.49777 -0.85563 -0.088
H -7.11233 -1.46976 -1.10278 0.109
H -8.40798 0.92556 -0.69392 0.088
H -4.34067 1.53626 -0.21947 0.107
H -4.57462 -1.93358 -1.57616 0.126
H -3.41175 -0.72504 -0.98507 0.124
H 0.01659 2.15113 0.98683 0.114
H 2.21489 4.22100 -1.25237 0.078
H 0.66211 3.51174 -0.79932 0.072
H 1.04120 5.17364 -0.33365 0.079
```

Computed properties:
Multiplicity = 1
SMILES = CCOc1cc(C(=O)NCCCn2ccnc2)cc(OCC)c1OCC
LUMO energy = 0.0243 Eh
HOMO level = -8.4 eV

***

[2]
Here is a molecular structure, C51H66BInNO9PS2 from the OMol25 dataset. Energies are from ωB97M-V/def2-TZVPD.

XYZ file:
```
132
Properties=species:S:1:pos:R:3:lowdin_charge:R:1
In 1.91710 -0.52305 -0.28928 1.000
O 3.29820 -6.15729 3.37234 0.084
C 3.09883 -4.99658 2.71416 -0.278
C 3.50095 -3.76654 3.22782 0.083
C 3.21887 -2.62021 2.49381 -0.170
N 2.58973 -2.63375 1.32663 0.144
C 2.24404 -3.80144 0.81227 -0.141
C 2.47529 -5.00486 1.47078 0.094
C 1.57151 -3.81947 -0.58683 -0.648
O 1.03195 -4.86934 -0.91060 0.029
O 1.67212 -2.76725 -1.25898 -0.171
C 3.56109 -1.32124 3.09893 -0.367
O 4.06503 -1.18573 4.18075 0.176
O 3.23914 -0.22901 2.33548 0.144
H 3.71712 -5.99159 4.22802 0.117
H 3.99978 -3.67396 4.18192 0.129
H 2.15373 -5.92348 1.00726 0.131
O 0.67748 1.09504 -2.25796 -0.642
S 0.43478 1.09461 -3.71232 0.970
C 1.77483 0.02941 -4.40437 -0.283
C 3.12287 0.42643 -3.84236 -0.261
C 4.08230 -0.76062 -3.79441 -0.226
C 5.48939 -0.40176 -3.35381 -0.293
S 5.70838 -0.39214 -1.49301 0.984
O 4.59524 -1.18175 -0.94077 -0.591
C 5.25374 1.32512 -1.03160 -0.348
C 4.88833 2.35797 -1.87479 -0.082
C 4.48509 3.56979 -1.33500 -0.073
C 4.45930 3.75364 0.03639 -0.061
C 4.86510 2.73127 0.87869 -0.060
C 5.26682 1.52225 0.34296 -0.096
C 1.05049 2.72178 -4.26003 -0.357
C 0.90772 3.13579 -5.57496 -0.083
C 1.24691 4.43478 -5.91862 -0.078
C 1.70689 5.31444 -4.95142 -0.079
C 1.83495 4.89649 -3.63662 -0.077
C 1.50518 3.59716 -3.29187 -0.079
H 1.71728 0.09453 -5.48880 0.100
H 1.49927 -0.97131 -4.07166 0.085
H 2.96633 0.79006 -2.82137 0.069
H 3.54183 1.23647 -4.44651 0.119
H 4.13390 -1.22483 -4.78280 0.125
H 3.67849 -1.49968 -3.09375 0.103
H 5.84429 0.54872 -3.74468 0.082
H 6.18378 -1.18181 -3.67028 0.083
H 4.90025 2.24652 -2.94777 0.091
H 4.19278 4.36810 -2.00111 0.094
H 4.13044 4.69548 0.44818 0.107
H 4.86733 2.87128 1.94738 0.114
H 5.57025 0.71174 0.98854 0.111
H 0.52749 2.45753 -6.32393 0.110
H 1.13188 4.76860 -6.93975 0.106
H 1.94913 6.33256 -5.22048 0.105
H 2.16741 5.58803 -2.87679 0.104
H 1.58177 3.24918 -2.27166 0.106
C -4.04258 -4.16071 1.68972 -0.206
C -3.24366 -4.79806 0.54687 -0.184
C -2.15447 -3.84984 0.03686 -0.214
C -2.63251 -2.40158 0.12469 -0.439
C -2.73264 -2.01739 1.60764 -0.215
C -3.15357 -3.20762 2.48124 -0.198
P -1.37598 -1.28109 -0.71183 1.133
C -2.03597 0.47141 -0.48309 -0.436
C -3.51302 0.78193 -0.74257 -0.189
C -3.90975 2.12475 -0.10779 -0.194
C -2.74044 3.10655 -0.09498 -0.190
C -1.57781 2.57529 0.76195 -0.174
C -1.64671 1.05216 0.87689 -0.228
C -1.71416 -1.47147 -2.55943 -0.420
C -0.85492 -2.61223 -3.11186 -0.231
C -1.09082 -2.76597 -4.60800 -0.189
C -2.52892 -3.23369 -4.87905 -0.191
C -3.46596 -2.92042 -3.70830 -0.199
C -3.16453 -1.56852 -3.07003 -0.192
H -4.44795 -4.93524 2.34404 0.105
H -4.88803 -3.59805 1.28671 0.109
H -3.92483 -5.04835 -0.27010 0.105
H -2.78085 -5.72760 0.88179 0.111
H -1.89354 -4.12208 -0.98301 0.084
H -1.24016 -3.95337 0.62417 0.111
H -3.61362 -2.32725 -0.35453 0.104
H -3.45291 -1.20545 1.72716 0.102
H -1.75706 -1.65279 1.94591 0.100
H -3.68132 -2.84806 3.36788 0.105
H -2.27261 -3.75118 2.82440 0.111
H -1.42963 1.00305 -1.22505 0.077
H -4.14998 -0.00084 -0.32695 0.100
H -3.69867 0.82682 -1.81519 0.102
H -4.24478 1.96871 0.91810 0.104
H -4.74910 2.55585 -0.65951 0.108
H -3.07873 4.07290 0.28592 0.105
H -2.40809 3.26226 -1.12309 0.108
H -1.60039 3.01794 1.76083 0.094
H -0.63116 2.85420 0.29390 0.112
H -2.38714 0.77891 1.62810 0.095
H -0.68147 0.66226 1.21041 0.071
H -1.28625 -0.54063 -2.95555 0.040
H -1.08059 -3.55936 -2.62556 0.097
H 0.19348 -2.40749 -2.89284 0.074
H -0.38304 -3.48612 -5.02190 0.110
H -0.91177 -1.80565 -5.10050 0.100
H -2.54314 -4.31192 -5.04663 0.106
H -2.90185 -2.75961 -5.79027 0.104
H -3.37721 -3.69455 -2.94611 0.102
H -4.50018 -2.92988 -4.06262 0.110
H -3.87771 -1.40252 -2.26431 0.078
H -3.33577 -0.78504 -3.81316 0.116
C -2.55510 1.29234 6.73505 -0.051
C -2.58419 2.42408 5.69737 -0.555
C -3.77365 2.20145 4.75439 -0.038
C -2.76815 3.74108 6.46018 -0.060
C -1.31673 2.38680 4.85368 -0.173
C -0.62371 3.53827 4.48966 -0.030
C 0.54291 3.51238 3.73469 0.021
C 1.02889 2.27682 3.36656 -0.171
O 2.19273 1.93314 2.72591 0.233
B 2.21339 0.55767 2.74850 -0.852
O 1.06012 0.02908 3.30042 0.232
C 0.33532 1.11480 3.71295 -0.172
C -0.84465 1.14662 4.41694 0.064
H -3.39803 1.39279 7.41580 0.084
H -1.63446 1.32717 7.31288 0.094
H -2.62814 0.31906 6.25955 0.071
H -4.71203 2.25926 5.30233 0.086
H -3.69840 1.21884 4.29548 0.077
H -3.78115 2.94701 3.96280 0.086
H -3.65234 3.67222 7.09212 0.083
H -2.90715 4.58851 5.79456 0.078
H -1.91257 3.93355 7.10317 0.090
H -0.98219 4.50082 4.81574 0.103
H 1.05964 4.42167 3.47483 0.121
H -1.36005 0.22516 4.63173 0.126
```

Computed properties:
Multiplicity = 1
LUMO energy = 0.0022 Eh
HOMO level = -7.2 eV

***

| no. | orbital gap (eV) |
| --- | --- |
| 1 | 9.06 |
| 2 | 7.29 |